Entry 1:
The following is a DFT calculation (wB97M-V/def2-TZVPD) of C3H5F in the gas phase at a distorted geometry.

Calculated values
- Electronic energy: -5906.666 eV
- LUMO energy: 1.212 eV
- SMILES: FC1CC1
- Charge: 0
- Maximum force: 0.123 Eh/bohr
- HOMO: -0.357 hartree
- Spin multiplicity: 1

Element x y z (Å)
1 H -1.3056 -0.7789 0.7281
2 C -0.2902 0.6432 -0.1947
3 C -0.6101 -0.7792 -0.1246
4 H 0.9842 0.1281 1.3580
5 H -0.8919 -1.3633 -1.1425
6 C 0.8723 -0.2398 0.3220
7 H -0.8268 1.3931 0.4772
8 H 0.0233 1.1825 -1.1826
9 F 2.0449 -0.1857 -0.2409

---

Entry 2:
The following is a DFT calculation (wB97M-V/def2-TZVPD) of a molecular structure, C15H15ClN5O6PtS at a distorted geometry.

Calculated values
- Electronic energy: -62095.862 eV
- LUMO energy (spin up / spin down): -11.318 / -14.066 eV
- Charge: +3
- Maximum force: 0.023 Eh/bohr
- HOMO (spin up / spin down): -0.684 / -0.705 hartree
- Spin multiplicity: 5

Element x y z (Å)
1 C -0.4857 -0.6752 4.4684
2 C 4.2354 -0.5585 3.2289
3 C 0.8168 -0.8121 4.8924
4 C -0.5420 5.4788 -2.4012
5 H 1.0318 -1.1823 5.8821
6 C 4.8261 -0.2880 0.8406
7 N 2.1682 0.4442 0.4172
8 O -2.1220 2.3146 -1.5107
9 H 0.3723 4.9635 2.3636
10 C 3.0628 0.4086 -0.5944
11 H 2.6976 0.7027 -1.5708
12 C -0.7309 -0.2234 3.1789
13 N 3.7913 -0.7614 5.6454
14 O -0.6788 0.4386 -1.8351
15 H -0.8042 6.2891 2.3128
16 H -1.3120 -0.9327 5.1178
17 Cl -2.0908 0.8583 -1.5238
18 H -1.7423 -0.1185 2.8056
19 Pt -0.0027 0.8688 0.2649
20 H 5.0508 -0.0198 -1.2798
21 C 1.8775 -0.4975 3.9893
22 C 0.0879 5.8767 1.8488
23 C 1.5277 -0.0878 2.6779
24 H 5.8602 -0.5591 1.0295
25 S -0.8124 3.0813 0.8907
26 C 3.8897 -0.2638 1.9086
27 O -2.2621 0.3999 -0.1155
28 C 2.5518 0.0726 1.6316
29 N 0.2652 0.0735 2.3146
30 C 3.2513 -0.6077 4.2508
31 H 5.2728 -0.7384 3.4971
32 H 0.3756 6.0412 -2.2326
33 C 4.3894 0.0213 -0.4251
34 O -3.0123 0.3091 -2.4179
35 O 3.0154 -0.5835 6.5495
36 H -0.5209 5.0691 -3.4047
37 H -1.4029 6.1425 -2.3196
38 N -0.1443 5.6209 0.4116
39 N -0.6470 4.3588 -1.4490
40 O 4.9470 -1.1154 5.7085
41 H -1.0356 3.4832 -1.7788
42 H -0.1178 6.4372 -0.1853
43 C -0.4701 4.4862 -0.1630
44 H 0.8988 6.5915 1.9486

---

Entry 3:
The following is a DFT calculation (wB97M-V/def2-TZVPD) of a molecular structure, C6H10O at a distorted geometry.

Calculated values
- Electronic energy: -8427.676 eV
- LUMO energy: 0.936 eV
- Charge: 0
- Maximum force: 0.035 Eh/bohr
- HOMO: -0.283 hartree
- Spin multiplicity: 1

Element x y z (Å)
1 H -0.0990 1.2667 2.3707
2 H 1.3232 0.8449 -1.6795
3 C 0.2706 0.8066 -1.2511
4 C 0.2999 -1.4942 -0.9064
5 H -1.6933 -1.1965 0.6162
6 H 0.2655 -2.5357 -1.1879
7 H -0.1936 1.7847 -1.4515
8 O -1.5140 -0.2661 0.8502
9 H 0.9847 1.7446 0.9871
10 C -0.3208 -0.4876 -1.5999
11 H -1.3028 -0.5476 -2.0719
12 H 0.4638 -1.8202 1.2604
13 H 1.7541 -0.7249 0.7611
14 C -0.2087 0.1499 0.5655
15 H -0.7626 2.1153 0.9381
16 C 0.7345 -1.0504 0.5028
17 C -0.0017 1.4107 1.2963

---

Entry 4:
The following is a DFT calculation (wB97M-V/def2-TZVPD) of 2 unconnected molecules or ions with the total composition CH3NO2S at a distorted geometry.

Calculated values
- Electronic energy: -17500.829 eV
- LUMO energy (spin up / spin down): -1.983 / -1.767 eV
- Charge: 0
- Maximum force: 0.035 Eh/bohr
- HOMO (spin up / spin down): -0.337 / -0.323 hartree
- Spin multiplicity: 1

Element x y z (Å)
1 C -0.2490 -1.4755 -0.7810
2 H 0.3294 -2.1982 -1.3877
3 S 0.3057 0.1829 -1.1652
4 O 1.2778 1.7941 1.7682
5 H -0.1696 -1.6128 0.3306
6 O -0.4296 2.4561 0.6509
7 H -1.3243 -1.5152 -1.0496
8 N 0.2596 2.3686 1.6338

---

Entry 5:
The following is a DFT calculation (wB97M-V/def2-TZVPD) of a molecular structure, CH4I2N2 at a distorted geometry.

Calculated values
- Electronic energy: -20280.449 eV
- LUMO energy (spin up / spin down): -1.057 / -1.275 eV
- Charge: 0
- Maximum force: 0.051 Eh/bohr
- HOMO (spin up / spin down): -0.307 / -0.307 hartree
- Spin multiplicity: 1

Element x y z (Å)
1 I 1.8142 2.0791 -0.1648
2 H -0.9397 1.2451 -0.1485
3 N 1.1348 -0.2194 -0.4421
4 N 0.0541 -0.5721 0.2230
5 I 2.7442 -1.3601 -0.0599
6 C -1.2282 0.1338 -0.0993
7 H -2.1156 -0.1554 0.6217
8 H -1.4763 -0.2247 -1.1276
9 H 0.0126 -0.9264 1.1975

---

Entry 6:
The following is a DFT calculation (wB97M-V/def2-TZVPD) of a molecular structure, C19H29BN8O2Ru at a distorted geometry.

Calculated values
- Electronic energy: -39440.133 eV
- LUMO energy (spin up / spin down): -4.225 / -4.454 eV
- Charge: +1
- Maximum force: 0.055 Eh/bohr
- HOMO (spin up / spin down): -0.430 / -0.426 hartree
- Spin multiplicity: 2

Element x y z (Å)
1 H -2.1090 0.4207 -4.2282
2 H -2.2625 1.5355 2.0484
3 C 2.3904 -3.9009 -1.6820
4 C -3.0872 2.1443 -0.5637
5 C -0.3642 2.7061 3.6061
6 N 2.9674 -0.2488 -2.1455
7 H -3.9666 0.0087 2.8091
8 H 4.8544 -2.7841 -2.6621
9 O -0.1223 -2.3918 -2.1847
10 C 2.1919 -2.4330 -1.8592
11 H 3.6704 1.3730 -2.7534
12 C 1.9453 1.9579 0.8470
13 C -0.3245 -3.7754 0.5123
14 B -1.5525 1.0376 1.2428
15 H -0.2003 -3.7035 -0.5606
16 H 5.3991 -1.1520 -2.2346
17 C 1.7097 2.5717 2.0737
18 C 4.7212 -1.9551 -1.9684
19 H -1.2811 3.2296 3.3369
20 C -4.0492 2.7684 0.3855
21 C -2.2864 -1.2155 2.2544
22 H -1.3077 1.9911 -4.3154
23 C -3.2260 -0.6494 3.2617
24 H 3.8574 1.2526 0.1557
25 H 3.1971 -4.2675 -2.3148
26 H -0.6377 1.8487 4.2224
27 N 0.8381 1.3130 0.4649
28 C -3.0824 2.1845 -1.9522
29 Ru 0.3369 -0.2698 -1.0318
30 H -4.8060 3.3225 -0.1629
31 N -1.5488 -0.4882 1.3994
32 N -0.1074 1.5216 1.4108
33 N -0.7595 -1.2976 0.6536
34 H -0.9366 -4.6492 0.7257
35 C 3.3090 -1.4748 -1.9742
36 O 4.0438 0.5651 -2.3867
37 N -1.3622 0.9890 -1.2587
38 H -4.5465 2.0072 0.9875
39 H -0.4663 0.6072 -3.5984
40 H 2.6487 -4.1191 -0.6449
41 H 3.6563 3.0066 0.1767
42 C 3.1505 2.0635 -0.0171
43 H -3.5376 3.4487 1.0664
44 H -3.7453 -1.4635 3.7613
45 H 2.4018 3.1642 2.6465
46 H 0.6489 -3.9235 0.9835
47 C 0.3956 2.2764 2.4003
48 H 4.9751 -2.3105 -0.9671
49 H -3.7970 2.6947 -2.5743
50 N 1.0292 -1.8918 -2.0616
51 H 1.4774 -4.4330 -1.9363
52 C -1.4354 1.0987 -3.7047
53 H -2.6862 -0.0751 4.0162
54 C -1.9566 -2.5423 2.0544
55 N -2.0310 1.4078 -0.1730
56 H 0.2570 3.3739 4.1974
57 H 2.8326 2.0400 -1.0549
58 C -0.9954 -2.5602 1.0464
59 C -1.9754 1.4391 -2.3553
60 H -2.3530 -3.3942 2.5794

---

Entry 7:
The following is a DFT calculation (wB97M-V/def2-TZVPD) of C4H8O3 in the gas phase.

Calculated values
- Electronic energy: -10419.375 eV
- LUMO energy: 0.774 eV
- SMILES: O=C(CO)CCO
- Charge: 0
- Maximum force: 0.009 Eh/bohr
- HOMO: -0.360 hartree
- Spin multiplicity: 1

Element x y z (Å)
1 H -1.1890 -0.1876 1.2981
2 H 1.1218 0.4019 1.6185
3 O 0.7406 -1.8570 -0.7102
4 C 0.4224 -1.0371 0.1275
5 H -1.2169 0.2040 -1.7035
6 C -1.1136 0.6195 -0.6864
7 H 2.5348 -0.1787 -0.7394
8 O -2.2168 1.4162 -0.3157
9 H -0.1766 1.2033 -0.6567
10 H -2.1707 2.2251 -0.8367
11 C -0.9972 -0.5576 0.2872
12 C 1.5291 -0.3056 0.8916
13 H -1.7130 -1.3455 0.0376
14 H 2.1526 -1.0413 1.4230
15 O 2.2925 0.4405 -0.0350

---

Entry 8:
The following is a DFT calculation (wB97M-V/def2-TZVPD) of 2 unconnected molecules or ions with the total composition C6H9NS2 at a distorted geometry.

Calculated values
- Electronic energy: -29523.213 eV
- LUMO energy (spin up / spin down): -1.688 / -0.554 eV
- Charge: 0
- Maximum force: 0.119 Eh/bohr
- HOMO (spin up / spin down): -0.291 / -0.294 hartree
- Spin multiplicity: 1

Element x y z (Å)
1 S -2.6815 1.3928 -0.7708
2 H 0.4882 0.0529 0.9306
3 H -4.5468 0.8631 0.6813
4 H 3.3496 -1.9713 -0.9401
5 C 1.5740 1.6837 1.1059
6 C 1.4298 0.5038 0.6159
7 C 2.4379 -0.2224 -0.1813
8 C 1.5209 -2.5837 -0.3495
9 H 0.8068 2.3180 1.6486
10 H -4.8343 2.3844 -0.0905
11 S -1.0601 -1.6000 -0.7674
12 H -4.8761 0.8136 -1.1168
13 N 0.2544 -2.3142 -0.4694
14 C -4.4135 1.3113 -0.3327
15 C 2.5665 -1.5720 -0.4089
16 H 1.9813 -3.6211 -0.2955
17 H 2.6096 2.2576 1.0724
18 H 3.3932 0.3036 -0.3317

---

Entry 9:
The following is a DFT calculation (wB97M-V/def2-TZVPD) of C15H19N3O9 in the gas phase.

Calculated values
- Electronic energy: -38761.859 eV
- LUMO energy: 0.551 eV
- SMILES: COC(=O)c1ncn([C@H]2O[C@@H](COC(C)=O)[C@H](OC(C)=O)[C@@H]2OC(C)=O)n1
- Charge: 0
- Maximum force: 0.019 Eh/bohr
- HOMO: -0.379 hartree
- Spin multiplicity: 1

Element x y z (Å)
1 C -0.6809 -0.9322 -0.9640
2 O 3.8953 2.1285 2.2029
3 H -4.4052 -1.3000 1.5638
4 O -2.1004 -0.1481 0.8760
5 O -1.9499 -3.5825 -1.6901
6 C -3.7140 -0.9937 2.3460
7 C -2.3704 2.6409 0.3774
8 H 5.1576 1.6773 3.7823
9 O -1.4741 -1.8729 2.1649
10 H -0.3673 -2.7780 0.0860
11 O -1.6396 2.0246 -0.5794
12 H 0.3372 -4.9010 -3.4875
13 H 1.1525 -1.9839 -0.4449
14 O 5.6579 1.1020 1.2679
15 H 2.6072 -0.3733 -2.4583
16 C 4.4951 1.4058 1.2540
17 H 0.3493 1.8691 -2.1117
18 C -0.4786 1.3465 -0.1466
19 C -3.6274 3.2067 -0.2156
20 C -0.6504 -4.4519 -3.5240
21 C -2.3138 -1.0882 1.8227
22 H -3.8268 -1.6445 3.2072
23 C 0.1212 -2.2157 -0.7182
24 C 2.7578 0.1718 -1.5502
25 H -4.3363 2.3940 -0.3598
26 C -0.8069 -0.0861 0.3207
27 N 1.7851 0.8892 -0.9415
28 N 2.2798 1.4369 0.1665
29 H 5.5413 3.1714 2.9058
30 H -0.6902 -3.7771 -4.3770
31 H -1.4176 -5.2117 -3.6360
32 H -0.0765 -0.4149 1.0712
33 O -0.0689 -0.1010 -1.9489
34 C 4.7277 2.5448 3.2770
35 H 4.0889 3.1058 3.9537
36 H 0.0340 1.9267 0.6274
37 O -2.0335 2.7141 1.5243
38 H -3.4159 3.6507 -1.1835
39 H -1.6757 -1.1993 -1.3395
40 C 0.4066 1.0668 -1.3650
41 H -3.9306 0.0373 2.6133
42 O 0.2123 -3.0170 -1.8846
43 C -0.9018 -3.6573 -2.2740
44 N 3.8627 0.2449 -0.8616
45 H -4.0549 3.9403 0.4607
46 C 3.5381 1.0343 0.1901

---

Entry 10:
The following is a DFT calculation (wB97M-V/def2-TZVPD) of a molecular structure, C25H46N6O9P2S2Sn at a distorted geometry.

Calculated values
- Electronic energy: -100124.124 eV
- LUMO energy: 0.489 eV
- Charge: 0
- Maximum force: 0.063 Eh/bohr
- HOMO: -0.301 hartree
- Spin multiplicity: 1

Element x y z (Å)
1 O 10.9273 11.5761 13.7395
2 H 11.5851 15.6206 15.4352
3 H 6.4809 18.1590 10.9254
4 H 12.8710 16.6300 14.8489
5 N 8.1924 14.1469 7.9797
6 C 10.9036 17.4721 8.5762
7 C 12.2362 16.4787 10.4034
8 H 6.4479 12.6357 11.0816
9 C 10.6983 7.8544 10.4143
10 H 8.5525 15.6715 6.4294
11 N 12.9161 13.2783 14.8181
12 H 5.8303 19.4002 16.3207
13 H 11.1889 9.2587 12.0140
14 C 6.8956 16.5335 14.2464
15 H 7.0650 14.1749 11.5412
16 C 10.0933 12.1551 14.5113
17 N 10.9224 17.1909 10.0066
18 H 14.5855 12.3437 15.7808
19 C 12.0146 9.5382 8.7268
20 C 7.1776 17.9389 10.1185
21 H 8.4153 19.3915 11.9737
22 O 11.9229 15.4097 13.4844
23 H 6.4749 13.2007 8.5704
24 O 16.0980 12.1001 13.5469
25 C 7.3614 13.1276 11.3460
26 H 6.6717 13.3505 6.8182
27 O 8.7457 15.5199 10.0450
28 H 9.8608 17.5955 8.2079
29 C 14.0400 12.3298 14.8034
30 H 7.6326 12.6151 12.2317
31 H 8.9662 11.0127 10.9636
32 O 9.7376 16.3816 12.1702
33 H 9.8090 11.5339 9.5586
34 H 13.5072 11.3525 14.7364
35 H 5.1490 16.8592 17.0810
36 O 14.2768 12.6899 12.4459
37 H 7.0046 18.4778 17.1236
38 H 6.9370 18.7400 9.3887
39 C 5.4864 17.1884 16.1217
40 H 4.6040 17.4243 15.4905
41 H 14.3695 14.7516 14.5633
42 C 6.3309 18.4242 16.2289
43 H 12.9297 17.2847 10.6398
44 C 12.3946 15.6605 14.7825
45 H 12.0403 15.8385 11.2673
46 C 11.8925 9.8451 10.0743
47 H 12.4739 15.9057 9.5629
48 H 6.2573 16.5470 13.3297
49 C 6.7948 13.8071 7.7520
50 C 10.8415 7.5486 9.0539
51 H 10.4931 6.5895 8.8168
52 Sn 12.1121 12.9667 12.5086
53 C 8.8662 11.6064 10.0409
54 H 11.9924 13.5172 16.7137
55 H 11.2840 16.6032 8.0507
56 H 11.6275 8.2139 7.1105
57 H 11.4336 18.3466 8.3723
58 N 8.5503 18.0256 10.3395
59 C 8.8612 19.2738 10.9863
60 C 14.9398 12.4070 13.5164
61 H 13.2929 12.6994 9.5254
62 C 8.8929 14.7075 6.8649
63 H 6.2522 14.7544 7.7518
64 H 5.4345 15.2641 15.3076
65 C 11.9284 12.9045 15.7928
66 C 11.2426 8.9633 10.9644
67 P 9.5278 16.7292 10.7166
68 O 10.5723 13.1189 15.4362
69 N 12.4219 11.0939 10.5294
70 H 6.8881 16.9638 9.7510
71 H 7.8164 16.0378 13.8910
72 S 7.3084 18.3116 14.6326
73 P 9.0967 14.1077 9.3598
74 C 6.2646 15.9852 15.5082
75 S 12.8740 10.9119 8.0063
76 H 9.9094 14.9640 7.2162
77 N 8.4111 12.9652 10.3129
78 H 8.0806 11.0854 9.4358
79 H 7.0747 15.5563 16.0485
80 O 8.8993 12.0461 14.4819
81 C 13.0241 11.6288 9.5261
82 H 8.5908 20.0746 10.3325
83 H 10.2197 7.1122 11.0198
84 H 9.9634 19.4106 11.1695
85 H 9.0676 14.0159 6.0602
86 H 13.7098 14.6452 16.1862
87 C 13.4506 14.6024 15.1086
88 O 10.5589 13.9403 9.1360
89 C 11.5275 8.3065 8.1859
90 H 11.0291 15.8393 13.3668
91 H 12.0451 11.8500 15.9899

---

Entry 11:
The following is a DFT calculation (wB97M-V/def2-TZVPD) of 2 unconnected molecules or ions with the total composition C6H12O3 at a distorted geometry.

Calculated values
- Electronic energy: -12555.193 eV
- LUMO energy: 0.749 eV
- SMILES: C1COC[C@]2(C1)CO2.O
- Charge: 0
- Maximum force: 0.106 Eh/bohr
- HOMO: -0.345 hartree
- Spin multiplicity: 1

Element x y z (Å)
1 H 1.5451 2.6515 1.9757
2 C 1.1073 -0.1678 1.7435
3 O -0.1348 0.3335 -1.1058
4 H 0.4584 -1.0521 1.7469
5 H 1.4305 0.0186 2.7856
6 O 2.2460 -0.4741 0.9726
7 H -1.1815 0.4262 -0.6036
8 C 3.1771 0.5943 0.9351
9 H 0.3035 -0.5221 -1.0873
10 H 0.7305 3.0124 0.4551
11 H 4.0430 0.2339 0.3651
12 H 3.2907 2.6556 0.3203
13 H -0.9814 2.4616 2.2681
14 O -1.3236 0.9206 0.8740
15 C -0.8060 1.3936 2.0923
16 C 1.2702 2.2234 0.9971
17 C 0.3399 1.0334 1.2023
18 H 3.5156 0.8259 1.9627
19 H -1.0301 0.7321 2.9354
20 H 2.3738 1.6271 -0.7740
21 C 2.5655 1.8303 0.2902

---

Entry 12:
The following is a DFT calculation (wB97M-V/def2-TZVPD) of 2 unconnected molecules or ions with the total composition C8H6FO3S at a distorted geometry.

Calculated values
- Electronic energy: -28081.814 eV
- LUMO energy (spin up / spin down): 2.802 / 2.403 eV
- Charge: -1
- Maximum force: 0.064 Eh/bohr
- HOMO (spin up / spin down): -0.147 / -0.151 hartree
- Spin multiplicity: 1

Element x y z (Å)
1 C -0.9831 -0.0774 -2.2231
2 C 1.1767 -1.8034 0.9402
3 F 1.9005 1.3748 1.2643
4 H -2.5335 0.0548 -0.8704
5 H -1.5540 0.2616 -3.1768
6 C 0.5066 -1.1572 -0.0727
7 C -1.5736 -0.2679 -0.9836
8 C 1.1583 0.7272 2.2415
9 O -1.6516 0.6010 2.5334
10 H -1.4088 -1.2111 0.9313
11 O -0.8853 2.3849 1.0639
12 C 1.1461 -0.5578 -1.2426
13 S -0.5348 1.2095 1.8313
14 O 0.4848 1.5869 3.1225
15 C 0.4305 -0.2277 -2.3536
16 H 2.2042 -0.6630 -1.0223
17 H 2.2374 -1.5074 1.2783
18 C -0.8678 -0.8272 0.0900
19 H 0.7475 0.0994 -3.3516

---

- The lowest maximum force belongs to which entry?
  C4H8O3